Entry 1:
ORCA calculation (ωB97M-V with the def2-TZVPD basis set) on a structure of composition C61H47AlNOP3S3.

Cartesian coordinates (Å):
Al1 -0.31302 -0.00043 1.38862
S1 2.88789 -1.48821 3.77626
C1 3.65766 -0.29892 2.79877
C2 5.00508 0.09801 2.77759
C3 5.38527 1.10001 1.87896
C4 4.45336 1.68749 1.02904
C5 3.11434 1.28415 1.05899
C6 2.70535 0.27622 1.95552
N1 1.41910 -0.21774 2.09112
C7 1.39211 -1.14880 3.01740
C8 0.14749 -1.82121 3.34364
C9 -0.02555 -2.82582 4.30283
C10 -1.29025 -3.38466 4.50954
C11 -2.38203 -2.94368 3.76183
C12 -2.21106 -1.94348 2.80648
C13 -0.94968 -1.38634 2.60055
H1 5.73323 -0.35960 3.44025
H2 6.42376 1.42317 1.84536
H3 4.76420 2.46557 0.33560
H4 2.38313 1.73897 0.39827
H5 0.80746 -3.18775 4.89887
H6 -1.42334 -4.16504 5.25501
H7 -3.36497 -3.37895 3.92343
H8 -3.05287 -1.59138 2.21785
O1 -2.00957 -0.85097 -2.27363
C14 -3.35390 -0.74269 -1.93973
C15 -4.33707 -0.95067 -2.91958
C16 -5.69154 -0.78014 -2.63189
C17 -6.07935 -0.35196 -1.37159
C18 -5.10922 -0.06568 -0.41126
C19 -3.73322 -0.23748 -0.67432
P1 -2.48286 0.28784 0.55327
C20 -2.58494 2.09606 0.35533
C21 -1.55769 2.73243 -0.36241
C22 -1.57024 4.11311 -0.57526
C23 -2.61300 4.88352 -0.07111
C24 -3.64280 4.27240 0.64080
C25 -3.63129 2.88888 0.84726
C26 -3.17847 -0.09659 2.18693
C27 -2.94098 0.73211 3.29566
C28 -3.44331 0.41303 4.56125
C29 -4.17184 -0.75749 4.74811
C30 -4.38191 -1.61677 3.67440
C31 -3.87700 -1.29543 2.41087
C32 -1.48778 -2.12420 -2.47334
C33 -1.83466 -2.85356 -3.62179
C34 -1.24171 -4.08473 -3.90528
C35 -0.25319 -4.58284 -3.07041
C36 0.14890 -3.84152 -1.96022
C37 -0.45505 -2.60679 -1.63516
P2 0.17987 -1.63299 -0.21892
C38 1.75332 -1.07524 -0.94407
C39 2.98340 -1.72866 -0.80851
C40 4.14022 -1.21550 -1.40540
C41 4.08253 -0.05032 -2.16660
C42 2.86573 0.60089 -2.33710
C43 1.71510 0.09201 -1.73165
C44 0.53033 -2.82419 1.10304
C45 -0.27916 -3.95767 1.29535
C46 -0.03943 -4.85759 2.33820
C47 0.99872 -4.62432 3.23314
C48 1.78094 -3.48153 3.09691
C49 1.53677 -2.58362 2.05209
H9 -4.06930 -1.20425 -3.93715
H10 -6.43789 -0.95645 -3.40186
H11 -7.13119 -0.20143 -1.14319
H12 -5.44684 0.32313 0.54700
H13 -0.73311 2.15224 -0.77016
H14 -0.76713 4.58152 -1.13729
H15 -2.62590 5.95739 -0.23519
H16 -4.46007 4.87065 1.03350
H17 -4.45359 2.44313 1.40011
H18 -2.34849 1.63921 3.19202
H19 -3.25212 1.07572 5.40111
H20 -4.55779 -1.00894 5.73213
H21 -4.92783 -2.54537 3.81826
H22 -4.03194 -2.00461 1.59977
H23 -2.53698 -2.46311 -4.34615
H24 -1.53132 -4.63547 -4.79632
H25 0.23099 -5.52877 -3.29693
H26 0.96492 -4.23378 -1.35598
H27 3.06594 -2.65471 -0.24511
H28 5.08839 -1.73239 -1.27976
H29 4.98079 0.34304 -2.63382
H30 2.80610 1.50093 -2.94336
H31 0.77300 0.61216 -1.89452
H32 -1.12318 -4.15442 0.63665
H33 -0.67455 -5.73167 2.45454
H34 1.18369 -5.31947 4.04750
H35 2.57485 -3.27768 3.81040
H36 2.14378 -1.68179 1.99620
S2 0.10243 4.61577 -0.41530
P3 1.06678 3.06975 -1.21130
S3 0.44113 1.60920 -0.01483
C50 0.70720 2.79910 -2.99560
C51 0.64463 1.50264 -3.52837
C52 0.39586 1.30360 -4.88763
C53 0.21315 2.39766 -5.73173
C54 0.27715 3.69158 -5.21739
C55 0.52362 3.89129 -3.85814
C56 2.89450 3.27537 -1.27062
C57 3.74853 2.17890 -1.07971
C58 5.13407 2.33562 -1.15031
C59 5.68227 3.58895 -1.41884
C60 4.84597 4.68629 -1.61534
C61 3.46065 4.53080 -1.54274
H37 0.78132 0.64362 -2.87514
H38 0.33942 0.29311 -5.28148
H39 0.01474 2.24205 -6.78769
H40 0.12929 4.54765 -5.86905
H41 0.56501 4.90325 -3.46116
H42 3.32846 1.19864 -0.86471
H43 5.78106 1.47855 -0.98861
H44 6.75982 3.71099 -1.46863
H45 5.26751 5.66638 -1.81863
H46 2.81336 5.39254 -1.68957
H47 -0.62251 1.10920 2.49496

Output
LUMO (spin up / spin down)	-0.4 / -0.3	eV
HOMO (spin up / spin down)	-5.40 / -5.00	eV

Here are the Mulliken charges for atoms 1 to 5, given in e: atom 1 (Al): -0.400, atom 2 (S): -0.630, atom 3 (C): 1.201, atom 4 (C): -0.835, atom 5 (C): -0.285

=====

Entry 2:
ORCA calculation (ωB97M-V with the def2-TZVPD basis set) on a structure of composition C61H47GaNP3Si.

Cartesian coordinates (Å):
Ga1 0.01487 -0.52118 -0.18653
C1 -7.01162 0.77338 1.15998
C2 -6.83083 -0.11826 0.11148
C3 -5.55582 -0.37644 -0.37854
C4 -4.45565 0.27024 0.17888
C5 -4.64194 1.17104 1.23057
C6 -5.91674 1.42447 1.71643
P1 -2.73624 0.01714 -0.36774
C7 -2.75593 -1.48944 -1.41220
C8 -2.20872 -1.51658 -2.69698
C9 -2.17543 -2.70473 -3.42415
C10 -2.68050 -3.87128 -2.87097
C11 -3.18030 -3.86427 -1.57013
C12 -3.20682 -2.68603 -0.84153
C13 -2.49837 1.37090 -1.60143
C14 -3.44476 1.58892 -2.59840
C15 -3.28346 2.62017 -3.51458
C16 -2.17254 3.44851 -3.44411
C17 -1.21848 3.24357 -2.45415
C18 -1.36857 2.20942 -1.52521
Si1 -0.11930 1.85848 -0.18817
C19 1.62037 2.49559 -0.35561
C20 1.80110 3.88514 -0.40253
C21 3.06325 4.43813 -0.55320
C22 4.17229 3.60854 -0.65703
C23 4.01745 2.23329 -0.59228
C24 2.75312 1.66637 -0.43355
P2 2.57862 -0.14673 -0.39548
C25 3.91405 -0.82305 0.61801
C26 4.19328 -2.18886 0.49224
C27 5.10298 -2.79651 1.34499
C28 5.72606 -2.05275 2.34110
C29 5.44103 -0.70271 2.47910
C30 4.53310 -0.08766 1.62543
C31 2.96756 -0.60762 -2.11922
C32 1.93834 -0.55978 -3.06286
C33 2.18112 -0.86518 -4.39403
C34 3.46017 -1.22835 -4.79552
C35 4.49094 -1.27410 -3.86724
C36 4.24892 -0.96442 -2.53478
C37 -0.90181 2.17466 1.48411
C38 -1.50550 3.42233 1.66740
C39 -2.13016 3.74636 2.86467
C40 -2.17317 2.81664 3.89520
C41 -1.59015 1.56956 3.72829
C42 -0.96254 1.23636 2.52853
P3 -0.17405 -0.39691 2.35150
C43 0.83166 -0.59071 3.84811
C44 0.35767 -1.25971 4.97385
C45 1.14903 -1.32414 6.11375
C46 2.40886 -0.73807 6.12757
C47 2.88519 -0.07922 5.00179
C48 2.09946 -0.00871 3.86142
C49 -1.48650 -1.66221 2.53884
C50 -1.07876 -2.99035 2.37180
C51 -1.98426 -4.03187 2.52339
C52 -3.31135 -3.75290 2.83086
C53 -3.72664 -2.43684 2.98076
C54 -2.81801 -1.39256 2.83965
H1 -8.00712 0.96086 1.54410
H2 -7.68613 -0.61435 -0.33204
H3 -5.42811 -1.07816 -1.19399
H4 -3.78542 1.68817 1.65768
H5 -6.05605 2.12561 2.53128
H6 -1.85146 -0.60316 -3.15539
H7 -1.77985 -2.70686 -4.43369
H8 -2.69819 -4.78519 -3.45395
H9 -3.56268 -4.77841 -1.12965
H10 -3.60145 -2.68624 0.17037
H11 -4.32106 0.95170 -2.65946
H12 -4.03035 2.77760 -4.28323
H13 -2.04986 4.25525 -4.15716
H14 -0.34640 3.88984 -2.41120
H15 0.94242 4.54819 -0.32059
H16 3.18182 5.51425 -0.59408
H17 5.15946 4.03432 -0.78699
H18 4.89014 1.59295 -0.67155
H19 3.71132 -2.76901 -0.28727
H20 5.33337 -3.84897 1.22815
H21 6.43757 -2.52697 3.00666
H22 5.93229 -0.12148 3.25102
H23 4.32632 0.97068 1.73375
H24 0.94132 -0.24921 -2.77217
H25 1.37680 -0.81404 -5.11841
H26 3.65489 -1.46848 -5.83394
H27 5.49150 -1.54836 -4.18094
H28 5.06322 -1.00368 -1.82037
H29 -1.49488 4.15292 0.86126
H30 -2.58119 4.72347 2.99217
H31 -2.65889 3.06347 4.83176
H32 -1.61965 0.85382 4.54400
H33 -0.61806 -1.73044 4.96732
H34 0.77788 -1.83654 6.99311
H35 3.02234 -0.79992 7.01896
H36 3.86815 0.37856 5.01339
H37 2.46374 0.50663 2.98061
H38 -0.03629 -3.19759 2.15399
H39 -1.65748 -5.06069 2.40880
H40 -4.01935 -4.56133 2.96758
H41 -4.76389 -2.21683 3.21154
H42 -3.15395 -0.37048 2.96497
N1 0.45958 -2.41358 -0.56867
C55 0.38009 -3.55455 -0.50558
C56 0.43143 -4.97668 -0.39663
C57 -0.05060 -5.78059 -1.43123
C58 0.01934 -7.15447 -1.30006
C59 0.55404 -7.71658 -0.14530
C60 1.04410 -6.91005 0.87857
C61 0.99361 -5.53551 0.75563
H43 -0.46982 -5.32282 -2.31850
H44 -0.33636 -7.79091 -2.10019
H45 0.59755 -8.79461 -0.04384
H46 1.47201 -7.35655 1.76675
H47 1.39328 -4.89405 1.53273

Output
relative energy (zero: lowest compared OMol25 entry of this formula, charge and spin)	0.0	kJ/mol
LUMO	-5.5	eV
total charge	+2
HOMO	-12.15	eV

Here are the Mulliken charges for atoms 1 to 5, given in e: atom 1 (Ga): 3.634, atom 2 (C): -0.702, atom 3 (C): -0.717, atom 4 (C): -0.547, atom 5 (C): 0.849

=====

Entry 3:
ORCA calculation (ωB97M-V with the def2-TZVPD basis set) on a structure of composition C61H47IIrNOP3S.

Cartesian coordinates (Å):
Ir1 -1.44298 -0.04713 -0.58656
I1 0.12109 2.23307 -0.10479
C1 -0.86030 4.05690 -0.39902
C2 -0.00070 5.06012 -0.74675
C3 -0.45646 6.39015 -0.80924
C4 -1.75028 6.65899 -0.48575
C5 -2.65068 5.62311 -0.13506
C6 -3.97739 5.96104 0.21299
C7 -4.87169 4.99532 0.56133
C8 -4.47441 3.65052 0.52589
C9 -3.20052 3.26306 0.17793
P1 -3.07804 1.42949 0.01719
C10 -4.22423 1.25542 -1.42067
C11 -5.61615 1.25492 -1.33224
C12 -6.40185 1.07032 -2.46187
C13 -5.81008 0.90765 -3.70650
C14 -4.42655 0.94732 -3.81506
C15 -3.64258 1.11675 -2.68318
C16 -3.88508 0.83206 1.53129
C17 -4.97818 -0.02573 1.56600
C18 -5.50804 -0.42950 2.78565
C19 -4.94564 0.00949 3.97352
C20 -3.84487 0.85893 3.94621
C21 -3.31867 1.26836 2.73281
C22 -2.22942 4.25935 -0.11725
H1 1.03876 4.84421 -0.95667
H2 0.22836 7.17926 -1.08582
H3 -2.11823 7.67683 -0.48895
H4 -4.26239 7.00529 0.20745
H5 -5.88157 5.24811 0.85239
H6 -5.21164 2.90673 0.79225
H7 -6.11418 1.39232 -0.38303
H8 -7.47960 1.06213 -2.36780
H9 -6.42363 0.77182 -4.58692
H10 -3.95681 0.85176 -4.78556
H11 -2.56647 1.20299 -2.79121
H12 -5.43610 -0.36922 0.64825
H13 -6.37031 -1.08335 2.80565
H14 -5.36877 -0.29889 4.92013
H15 -3.40899 1.21185 4.87201
H16 -2.47767 1.95513 2.71684
O1 4.45258 -2.35729 -1.28212
C23 5.38250 -2.00601 -0.30865
C24 6.56143 -2.65592 -0.02781
C25 7.32573 -2.16293 1.02761
C26 6.91117 -1.07075 1.78274
C27 5.71056 -0.43858 1.49944
C28 4.95546 -0.90811 0.42501
P2 3.38970 -0.22844 -0.09600
C29 3.06605 1.11049 1.06250
C30 3.70623 2.31722 0.74951
C31 3.60633 3.38695 1.62170
C32 2.86422 3.27055 2.79173
C33 2.23197 2.07588 3.10018
C34 2.33048 0.99303 2.23981
C35 3.61727 0.48726 -1.72526
C36 4.91649 0.60541 -2.22535
C37 5.12451 1.22719 -3.44592
C38 4.05204 1.73668 -4.16423
C39 2.76075 1.63169 -3.66258
C40 2.54401 1.00490 -2.44812
C41 3.87845 -3.59335 -1.03068
C42 4.47029 -4.77178 -1.43697
C43 3.85102 -5.96823 -1.11561
C44 2.66569 -5.97500 -0.39014
C45 2.06594 -4.78784 -0.01624
C46 2.67089 -3.56395 -0.33419
P3 1.80194 -2.00492 0.05677
C47 1.15323 -2.13632 1.71620
C48 0.09832 -1.28626 2.05763
C49 -0.37413 -1.28051 3.35810
C50 0.21216 -2.10637 4.31348
C51 1.26498 -2.94872 3.97115
C52 1.74944 -2.96249 2.67130
C53 0.32863 -2.07992 -1.03429
C54 0.18097 -1.46412 -2.28281
C55 -0.75765 -1.95373 -3.19682
C56 -1.51042 -3.06776 -2.89026
C57 -1.38911 -3.66678 -1.63601
C58 -0.51305 -3.16302 -0.70218
H17 6.89210 -3.51155 -0.59862
H18 8.26247 -2.64915 1.26572
H19 7.52298 -0.71909 2.60151
H20 5.37840 0.40454 2.08957
H21 4.28703 2.42006 -0.15765
H22 4.11523 4.31274 1.38894
H23 2.78923 4.11284 3.46662
H24 1.66878 1.98001 4.01882
H25 1.86677 0.06071 2.51290
H26 5.76299 0.22302 -1.67135
H27 6.12957 1.31405 -3.83541
H28 4.22388 2.22352 -5.11489
H29 1.92680 2.04420 -4.21491
H30 1.54185 0.94346 -2.05486
H31 5.37475 -4.75064 -2.02908
H32 4.29334 -6.90136 -1.43718
H33 2.20406 -6.91347 -0.11643
H34 1.14783 -4.82666 0.54915
H35 -0.35608 -0.63639 1.28674
H36 -1.19610 -0.62765 3.62616
H37 -0.15070 -2.09301 5.33297
H38 1.71226 -3.59113 4.71720
H39 2.57981 -3.60637 2.41123
H40 0.86792 -0.70510 -2.61144
H41 -0.84141 -1.48708 -4.16904
H42 -2.19096 -3.48172 -3.62304
H43 -1.98839 -4.53265 -1.38502
H44 -0.45419 -3.62435 0.27216
S1 -4.87741 -2.97195 -0.94622
C59 -4.09378 -3.13413 0.56262
C60 -3.07812 -2.24811 0.65738
N1 -2.90418 -1.45563 -0.46219
C61 -3.79591 -1.74800 -1.38582
H45 -4.42229 -3.84827 1.29955
H46 -2.42521 -2.12080 1.50570
H47 -3.84748 -1.24998 -2.34026

Output
relative energy (zero: lowest compared OMol25 entry of this formula, charge and spin)	315.1	kJ/mol
LUMO	-8.1	eV
total charge	+3
HOMO	-14.23	eV

Here are the Mulliken charges for atoms 1 to 5, given in e: atom 1 (Ir): 1.992, atom 2 (I): 0.302, atom 3 (C): 0.598, atom 4 (C): -0.411, atom 5 (C): -1.017

=====

Entry 4:
ORCA calculation (ωB97M-V with the def2-TZVPD basis set) on a structure of composition C61H52AsClMgN3OSi.

Cartesian coordinates (Å):
Mg1 -0.43369 1.23798 0.31362
Cl1 -7.17094 -0.28794 2.86173
C1 -5.62300 -0.15668 2.06324
C2 -5.42231 -0.79898 0.84011
C3 -4.20239 -0.70662 0.21956
C4 -3.11557 0.01147 0.78179
O1 -1.97755 0.04646 0.18459
C5 -3.35641 0.66176 2.03309
C6 -2.33940 1.39718 2.71679
N1 -1.11686 1.50822 2.33587
C7 -0.17010 2.10821 3.14349
C8 -0.15068 1.96233 4.48820
C9 0.91674 2.46778 5.31310
C10 1.94585 3.14731 4.78088
C11 1.96597 3.44870 3.36867
C12 2.77163 4.37631 2.82894
C13 2.42186 4.87675 1.46227
C14 2.00871 3.71304 0.51853
N2 1.65958 1.67205 1.61351
C15 0.98825 2.75103 2.41655
C16 -4.61741 0.56818 2.64371
H1 -6.22784 -1.36875 0.39609
H2 -4.03376 -1.20682 -0.72726
H3 -2.66459 1.93300 3.61540
H4 -0.94203 1.40086 4.96976
H5 0.86662 2.29580 6.38137
H6 2.73201 3.56365 5.40150
H7 3.52955 4.88189 3.41812
H8 3.11444 5.62494 1.07216
H9 1.95358 4.02058 -0.52025
H10 -4.77832 1.05952 3.59612
C17 2.20708 -0.59905 1.38337
N3 2.08583 0.51395 2.31022
C18 3.28703 0.61872 3.13124
C19 2.63386 2.34565 0.73552
C20 0.63590 3.73536 1.25180
C21 0.90810 5.23112 1.57418
C22 0.38305 6.11391 0.48536
C23 -0.53227 5.67760 -0.38249
C24 -1.07160 4.31829 -0.33593
C25 -0.56000 3.34726 0.44046
H11 3.08087 -0.51473 0.71972
H12 1.30902 -0.64009 0.77228
H13 2.29136 -1.52531 1.95081
H14 4.15786 1.01877 2.59363
H15 3.53727 -0.38627 3.46924
H16 3.09803 1.23610 4.00227
H17 2.73629 1.78345 -0.19655
H18 3.62483 2.43892 1.19461
H19 0.60618 5.60270 2.56180
H20 0.76215 7.13107 0.44770
H21 -0.89366 6.34512 -1.15959
H22 -1.91074 4.11281 -0.99707
C26 -4.43414 -3.86716 3.10419
C27 -4.33885 -4.30597 1.79287
C28 -3.23051 -3.98057 1.02586
C29 -2.18982 -3.22283 1.55446
C30 -2.32531 -2.74229 2.85536
C31 -3.42881 -3.06816 3.62810
As1 -0.63512 -2.64975 0.49995
C32 0.71639 -3.83696 1.33442
C33 0.95541 -3.76292 2.70578
C34 2.00610 -4.45196 3.29166
C35 2.84613 -5.23365 2.51186
C36 2.63532 -5.30268 1.14309
C37 1.59309 -4.59566 0.56054
C38 -0.93961 -3.76441 -1.07892
C39 -0.99468 -3.13763 -2.31832
C40 -1.17645 -3.87448 -3.48156
C41 -1.31322 -5.25177 -3.41142
C42 -1.28545 -5.88646 -2.17391
C43 -1.09526 -5.14907 -1.01712
H23 -5.29289 -4.13066 3.70859
H24 -5.13710 -4.89683 1.35982
H25 -3.19175 -4.30663 -0.00462
H26 -1.57184 -2.07440 3.26082
H27 -3.51361 -2.68865 4.63914
H28 0.31512 -3.14698 3.32628
H29 2.18139 -4.36690 4.35731
H30 3.67053 -5.76940 2.96550
H31 3.29380 -5.90089 0.52486
H32 1.46083 -4.63987 -0.51362
H33 -0.90062 -2.06026 -2.36976
H34 -1.20986 -3.36101 -4.43454
H35 -1.44704 -5.83593 -4.31371
H36 -1.41668 -6.96031 -2.11184
H37 -1.06562 -5.65304 -0.05744
C44 1.50659 5.10355 -3.97461
C45 2.52361 4.34739 -3.41180
C46 2.24611 3.09796 -2.87326
C47 0.96141 2.54967 -2.89946
C48 -0.04409 3.33651 -3.46761
C49 0.21612 4.59308 -3.99191
Si1 0.49209 0.86788 -2.07757
C50 1.97729 -0.27587 -2.58820
C51 2.17626 -1.48773 -1.92287
C52 3.25012 -2.31940 -2.20754
C53 4.16794 -1.95853 -3.18301
C54 3.98299 -0.77247 -3.87985
C55 2.90183 0.04790 -3.58632
C56 -0.78387 0.29524 -3.42170
C57 -0.40037 -0.03637 -4.72311
C58 -1.32736 -0.42013 -5.68152
C59 -2.67706 -0.48340 -5.35827
C60 -3.08428 -0.15058 -4.07521
C61 -2.14762 0.23742 -3.12435
H38 1.71594 6.08023 -4.39429
H39 3.53728 4.73260 -3.39554
H40 3.05789 2.53654 -2.42148
H41 -1.05662 2.94948 -3.49928
H42 -0.58953 5.17881 -4.42011
H43 1.46656 -1.79731 -1.16042
H44 3.37403 -3.24818 -1.66144
H45 5.01427 -2.59735 -3.40613
H46 4.68335 -0.48329 -4.65562
H47 2.77310 0.96100 -4.15392
H48 0.64623 0.01484 -4.99801
H49 -0.99343 -0.66038 -6.68495
H50 -3.40036 -0.79032 -6.10483
H51 -4.13731 -0.18630 -3.81869
H52 -2.47733 0.49909 -2.12465

Output
LUMO	2.0	eV
total charge	-1
HOMO	-4.31	eV

Here are the Mulliken charges for atoms 1 to 5, given in e: atom 1 (Mg): 1.279, atom 2 (Cl): -0.296, atom 3 (C): 0.339, atom 4 (C): -1.064, atom 5 (C): 0.026

=====

Respective strongest force on any atom values: 0.38739, 0.03522, 0.03926, 0.02456 Eh/bohr.